Entry from the OMol25 dataset: an isolated molecule of C4H9P (wB97M-V/def2-TZVPD).

Last column: Mulliken charge in e.
Atoms and positions in Å:
P (0.1749, 0.3950, 0.0767)  0.325
C (-0.4966, -0.5742, 2.7077)  -1.010
C (0.3130, -0.1174, -2.8433)  -0.784
C (0.8561, 0.8919, -1.8216)  -0.432
C (-0.3945, 0.5828, 1.6953)  -0.256
H (-1.3796, -0.6363, 3.2276)  0.336
H (0.5236, -1.1287, -2.4188)  0.265
H (0.3664, 1.8578, -2.0027)  0.194
H (-0.7701, 0.0289, -3.0949)  0.241
H (0.9473, 0.0670, -3.6177)  0.335
H (-0.3372, -1.6113, 2.2370)  0.277
H (-0.9797, 1.5648, 1.9079)  0.244
H (0.2071, -0.5826, 3.6144)  0.274
H (0.9695, -0.7376, 0.3324)  -0.009

- LUMO energy (spin up / spin down): 0.005 / 0.004 eV
- SMILES: CC=[PH]=CC
- DFT total energy: -498.95486 a.u.
- Energy relative to the best compared isomer or geometry (same formula, charge and spin): 93.3 kcal per mole